No. 1
{
  "formula": "C24H18N2O2",
  "method": "wB97M-V/def2-TZVPD",
  "symbols": ["C", "N", "C", "C", "C", "C", "C", "C", "C", "C", "C", "C", "C", "C", "C", "C", "C", "H", "H", "H", "H", "H", "H", "H", "H", "H", "H", "H", "H", "H", "H", "C", "C", "C", "C", "C", "C", "C", "O", "N", "C", "O", "H", "H", "H", "H"],
  "positions_angstrom": [[1.0156, -5.4988, 3.4083], [1.3147, -4.2893, 2.6649], [2.5751, -3.8938, 2.3359], [2.5152, -2.6614, 1.6262], [3.6040, -1.9036, 1.2063], [3.5478, -0.7184, 0.3962], [2.7256, -0.6103, -0.7600], [2.6037, 0.6024, -1.4361], [3.3145, 1.7267, -0.9929], [4.1888, 1.6191, 0.1000], [4.3354, 0.4055, 0.7596], [1.0885, -2.3192, 1.5414], [0.3921, -1.2230, 1.0628], [-1.0091, -1.2095, 1.1239], [-1.7044, -2.2647, 1.7333], [-1.0096, -3.3563, 2.2938], [0.3752, -3.3611, 2.1853], [-0.0656, -5.5808, 3.5289], [1.3932, -6.3872, 2.8838], [1.4910, -5.4861, 4.3992], [3.4558, -4.4684, 2.6173], [4.5817, -2.2238, 1.5850], [2.1570, -1.4859, -1.0863], [1.9363, 0.6713, -2.2982], [3.1949, 2.6813, -1.5032], [4.7574, 2.4846, 0.4444], [5.0151, 0.2913, 1.6081], [0.9356, -0.3842, 0.6338], [-1.5457, -0.3705, 0.6779], [-2.7929, -2.2281, 1.7751], [-1.5132, -4.1830, 2.7905], [-4.6579, 5.0790, -3.4799], [-3.6730, 5.2747, -2.4919], [-3.0318, 4.1547, -1.9634], [-3.3400, 2.8837, -2.3823], [-4.3089, 2.6605, -3.3593], [-4.9745, 3.7721, -3.9141], [-2.4702, 1.9243, -1.5980], [-2.5043, 0.6987, -1.7074], [-1.6639, 2.6788, -0.7583], [-1.9499, 4.0349, -0.9135], [-1.4487, 4.9918, -0.3362], [-5.1808, 5.9343, -3.9146], [-3.4029, 6.2676, -2.1342], [-4.5281, 1.6404, -3.6702], [-5.7385, 3.6295, -4.6817]],
  "forces_ev_per_a": [[0.0209, -0.5732, 0.2916], [2.3632, 0.3349, -0.5221], [-1.5997, -0.2366, 0.5697], [0.2628, 0.8242, -0.5519], [-0.4661, -1.0705, 0.6586], [0.0946, 0.9867, -0.8774], [0.0273, 0.0510, 0.4580], [0.1925, -0.1935, 0.1023], [0.1046, -0.3439, 0.2531], [-0.0726, -0.0709, -0.1051], [-0.1973, -0.5364, 0.0391], [-0.3970, -0.5885, 0.3478], [-0.4272, 0.3047, -0.1714], [0.3150, -0.1105, 0.1561], [0.5081, -0.3791, 0.1165], [-0.1097, 0.2348, -0.1333], [0.0223, 0.8926, -0.5084], [0.2462, -0.0344, -0.0052], [-0.2145, 0.3209, -0.0127], [-0.2157, 0.2084, -0.2783], [-0.3475, 0.0720, -0.0548], [-0.1938, 0.1864, -0.1176], [0.1900, 0.3501, 0.0634], [0.2397, 0.0144, 0.3218], [-0.0051, -0.2393, 0.1455], [-0.1982, -0.2524, -0.1732], [-0.1773, 0.2314, -0.2472], [-0.4812, -0.1797, 0.0823], [0.0911, -0.1480, 0.0927], [0.3199, -0.0840, 0.0071], [-0.1282, 0.2958, -0.1254], [0.2185, -0.5826, 0.1561], [-0.1050, -0.3306, -0.1351], [-0.4133, 0.8937, -0.3294], [-0.7428, -0.3037, -0.7321], [0.0436, 0.3211, 0.0727], [0.4015, 0.2152, 0.4129], [0.7391, 1.1334, 0.8071], [0.0822, 0.2309, 0.1071], [-0.2712, -0.0531, -0.2594], [0.0962, -1.1339, -0.0142], [-0.0878, -0.4600, -0.1698], [0.1687, -0.2627, 0.1397], [-0.0970, -0.1816, -0.1088], [-0.0323, 0.2164, -0.0017], [0.2322, 0.0299, 0.2332]],
  "nbo_charge": [-0.418, -0.268, 0.159, -0.183, 0.087, -0.165, -0.159, -0.194, -0.128, -0.216, -0.146, -0.014, -0.194, -0.159, -0.179, -0.232, 0.100, 0.235, 0.228, 0.228, 0.232, 0.217, 0.233, 0.249, 0.241, 0.233, 0.217, 0.245, 0.285, 0.237, 0.220, -0.223, -0.221, -0.057, -0.155, -0.188, -0.229, 0.631, -0.678, -0.705, 0.621, -0.633, 0.205, 0.222, 0.217, 0.204],
  "orbital_gap_ev": 3.7,
  "homo_ha": -0.2455
}

No. 2
{
  "formula": "C24H18O5",
  "method": "wB97M-V/def2-TZVPD",
  "symbols": ["C", "C", "C", "O", "C", "C", "C", "C", "C", "C", "O", "O", "C", "C", "C", "C", "C", "C", "C", "C", "C", "C", "C", "C", "C", "C", "O", "O", "C", "H", "H", "H", "H", "H", "H", "H", "H", "H", "H", "H", "H", "H", "H", "H", "H", "H", "H"],
  "positions_angstrom": [[-0.7928, -4.1093, -0.1563], [-0.7034, -2.6822, 0.2850], [0.3743, -2.1998, 1.0197], [1.4313, -3.0268, 1.3378], [2.4236, -3.1108, 0.3156], [2.9953, -1.7522, 0.0059], [4.0412, -1.2361, 0.7631], [4.4963, 0.0478, 0.5401], [3.9020, 0.8400, -0.4402], [4.4086, 2.2152, -0.6398], [5.3315, 2.7009, -0.0348], [3.7332, 2.9028, -1.5755], [2.8556, 0.3273, -1.2021], [2.4097, -0.9601, -0.9768], [0.3979, -0.8773, 1.4708], [-0.6194, -0.0131, 1.1522], [-1.6926, -0.4440, 0.3641], [-2.7835, 0.4088, -0.0480], [-2.7512, 1.8547, 0.2234], [-1.6567, 2.6235, -0.1655], [-1.6476, 3.9873, 0.0620], [-2.7237, 4.5972, 0.6852], [-3.8171, 3.8393, 1.0704], [-3.8355, 2.4769, 0.8350], [-3.8283, -0.1427, -0.7099], [-3.8733, -1.5462, -1.0645], [-4.7774, -2.0922, -1.6466], [-2.7789, -2.2988, -0.7279], [-1.7391, -1.7907, -0.0279], [-1.7996, -4.4844, 0.0129], [-0.5903, -4.1933, -1.2241], [-0.0811, -4.7184, 0.3944], [3.1849, -3.7781, 0.7249], [1.9951, -3.5572, -0.5915], [4.4917, -1.8454, 1.5324], [5.3081, 0.4623, 1.1183], [4.1143, 3.7903, -1.6642], [2.3992, 0.9407, -1.9629], [1.5957, -1.3562, -1.5672], [1.2327, -0.5514, 2.0714], [-0.5992, 1.0042, 1.5093], [-0.8236, 2.1521, -0.6668], [-0.7972, 4.5759, -0.2491], [-2.7122, 5.6616, 0.8658], [-4.6597, 4.3116, 1.5529], [-4.6843, 1.8828, 1.1401], [-4.6672, 0.4500, -1.0390]],
  "forces_ev_per_a": [[0.0067, -0.0009, 0.0248], [-0.0143, -0.0507, -0.0012], [-0.3211, 0.2548, -0.0297], [-0.3901, 0.0746, 0.1935], [0.2126, 0.0095, -0.1967], [-0.0114, -0.0423, -0.0726], [-0.1014, -0.0570, -0.0970], [0.0094, 0.2353, -0.0724], [-0.1737, -0.3175, 0.0095], [0.4384, 0.4207, 0.1995], [-0.0458, -0.0873, 0.0018], [-0.3724, 0.0583, -0.3656], [0.1256, 0.1371, 0.0402], [0.1500, -0.1431, -0.0079], [0.0823, -0.1678, 0.1387], [-0.0638, -0.1923, -0.0769], [0.0710, -0.4564, -0.0836], [-0.5465, -0.3510, -0.3763], [-0.0751, 0.2475, 0.0497], [-0.0673, -0.0272, -0.0162], [0.0694, 0.0408, -0.0253], [-0.0356, 0.0433, 0.0192], [-0.0397, 0.1071, 0.0052], [0.0800, -0.0903, -0.0040], [0.3559, 0.3350, 0.2691], [-0.6164, -0.1588, -0.2867], [0.3415, 0.1617, 0.2020], [0.0384, -0.2623, -0.0785], [0.7142, 0.5239, 0.4736], [-0.0134, -0.0943, -0.0279], [-0.0042, -0.0917, -0.0666], [0.0130, -0.0446, -0.0240], [-0.0649, 0.0488, -0.1225], [0.0385, 0.0060, 0.1116], [0.0600, -0.0629, 0.0918], [0.0672, 0.0307, 0.0398], [0.1204, -0.2117, 0.2062], [-0.0420, 0.0373, -0.0614], [-0.0950, -0.0472, -0.0424], [0.1003, 0.0256, 0.0469], [0.0295, 0.0637, 0.0243], [0.0789, -0.0381, -0.0178], [0.0630, 0.0486, -0.0328], [0.0032, 0.0846, 0.0213], [-0.0643, 0.0349, 0.0454], [-0.0748, -0.0611, 0.0307], [-0.0364, 0.0269, -0.0585]],
  "nbo_charge": [-0.641, -0.115, 0.316, -0.517, -0.083, -0.028, -0.214, -0.166, -0.118, 0.764, -0.588, -0.688, -0.177, -0.213, -0.258, -0.166, -0.171, 0.055, 0.006, -0.226, -0.195, -0.207, -0.203, -0.216, -0.333, 0.738, -0.562, -0.475, 0.404, 0.238, 0.224, 0.230, 0.205, 0.180, 0.219, 0.238, 0.503, 0.231, 0.220, 0.232, 0.229, 0.221, 0.216, 0.217, 0.218, 0.221, 0.237],
  "orbital_gap_ev": 8.6,
  "homo_ha": -0.3205,
  "smiles": "Cc1c(OCc2ccc(C(=O)O)cc2)ccc2c(-c3ccccc3)cc(=O)oc12"
}

No. 3
{
  "formula": "C24H19AgN4O2S",
  "method": "wB97M-V/def2-TZVPD",
  "symbols": ["Ag", "N", "C", "C", "C", "C", "C", "C", "N", "C", "C", "C", "S", "C", "N", "H", "H", "H", "H", "H", "H", "H", "C", "C", "O", "C", "C", "C", "C", "C", "C", "O", "H", "H", "H", "H", "H", "H", "H", "N", "C", "C", "C", "C", "C", "C", "H", "H", "H", "H", "H"],
  "positions_angstrom": [[-0.8426, -0.4809, -0.3929], [2.2254, 2.2933, 2.9847], [3.4173, 1.6620, 2.6806], [4.6765, 1.6865, 3.2708], [5.6497, 0.8985, 2.6775], [5.3754, 0.1195, 1.5426], [4.1214, 0.0966, 0.9585], [3.1340, 0.8866, 1.5450], [1.8057, 1.0344, 1.1833], [1.3029, 1.8482, 2.0523], [-0.0936, 2.2840, 2.0893], [-0.5490, 3.4436, 2.6416], [-2.2501, 3.5382, 2.4526], [-2.2315, 2.0066, 1.6498], [-1.0603, 1.4799, 1.5384], [2.0123, 2.8085, 3.8181], [4.8899, 2.2847, 4.1492], [6.6465, 0.8825, 3.1038], [6.1606, -0.4882, 1.1104], [3.8988, -0.5143, 0.0903], [0.0211, 4.2434, 3.0857], [-3.1279, 1.5323, 1.2672], [-4.9467, -2.3578, 0.1210], [-4.5625, -0.8912, -0.0125], [-4.3187, -0.2617, 1.0054], [-4.5517, -0.2917, -1.3546], [-5.4964, -0.7173, -2.2951], [-5.6603, -0.1026, -3.5198], [-4.8234, 0.9846, -3.8245], [-3.8519, 1.3986, -2.9532], [-3.6155, 0.7523, -1.6881], [-2.6303, 1.0798, -0.9680], [-4.6842, -2.6842, 1.1246], [-4.4282, -2.9683, -0.6179], [-6.0226, -2.4848, -0.0238], [-6.1491, -1.5459, -2.0387], [-6.4127, -0.4439, -4.2197], [-4.9385, 1.4957, -4.7765], [-3.1811, 2.2126, -3.2037], [0.3473, -2.1749, -0.3043], [1.5325, -2.1643, -0.8219], [2.1202, -1.1640, -1.7280], [3.4071, -1.2278, -2.2055], [4.2980, -2.2640, -1.8664], [3.7808, -3.2715, -1.0267], [2.4969, -3.2446, -0.5407], [1.4764, -0.3322, -2.0067], [3.7525, -0.4309, -2.8647], [5.3094, -2.3022, -2.2550], [4.4260, -4.1051, -0.7454], [2.1442, -4.0388, 0.1119]],
  "forces_ev_per_a": [[-0.1873, -0.0709, -0.1647], [0.0294, -0.0041, -0.0528], [-0.0219, 0.0311, 0.0239], [0.0106, -0.0060, -0.0131], [-0.0011, 0.0141, -0.0004], [0.0082, 0.0114, -0.0132], [0.0127, -0.0255, 0.0561], [0.0220, -0.0396, -0.0068], [-0.0250, 0.0292, -0.0606], [0.0109, -0.0120, 0.0526], [-0.0838, 0.0040, 0.0583], [-0.0106, 0.0384, -0.0073], [0.0126, -0.0016, 0.0194], [-0.0319, -0.0785, -0.0186], [0.1096, 0.1080, 0.0397], [-0.0167, -0.0252, 0.0160], [0.0009, -0.0032, 0.0016], [-0.0010, -0.0047, -0.0002], [-0.0004, -0.0069, 0.0123], [-0.0173, -0.0236, -0.0116], [0.0129, -0.0055, -0.0053], [0.0077, 0.0012, -0.0081], [0.0320, 0.0014, -0.0132], [-0.0054, -0.0370, 0.0893], [0.0068, 0.0197, -0.0212], [-0.0307, 0.0401, -0.0623], [-0.0309, -0.0265, 0.0482], [0.0398, 0.0588, -0.0099], [-0.0614, -0.0496, -0.0095], [0.0841, -0.0204, 0.0624], [-0.0382, -0.0341, -0.1746], [0.1335, -0.0197, 0.1588], [-0.0043, -0.0066, 0.0014], [0.0059, 0.0130, -0.0052], [-0.0003, 0.0029, 0.0011], [0.0025, 0.0046, 0.0065], [-0.0006, -0.0033, 0.0006], [0.0084, 0.0043, 0.0034], [-0.0059, -0.0047, -0.0124], [0.0046, 0.1410, 0.0343], [0.0375, -0.0782, -0.0157], [-0.0272, 0.0229, 0.0191], [0.0140, -0.0237, -0.0587], [0.0025, 0.0373, -0.0102], [-0.0302, 0.0041, 0.0495], [0.0287, 0.0150, 0.0005], [0.0033, 0.0060, 0.0054], [-0.0020, 0.0027, -0.0026], [0.0018, -0.0014, -0.0068], [-0.0073, -0.0015, 0.0028], [-0.0014, 0.0027, 0.0013]],
  "nbo_charge": [0.622, -0.554, 0.081, -0.278, -0.228, -0.241, -0.182, 0.153, -0.388, 0.348, 0.078, -0.475, 0.350, -0.086, -0.398, 0.402, 0.193, 0.190, 0.208, 0.284, 0.223, 0.290, -0.713, 0.599, -0.598, -0.323, -0.149, -0.352, -0.211, -0.277, 0.437, -0.773, 0.227, 0.232, 0.204, 0.185, 0.185, 0.183, 0.195, -0.996, 0.141, -0.374, -0.224, -0.482, -0.234, -0.339, 0.187, 0.170, 0.169, 0.164, 0.177],
  "orbital_gap_ev": 2.7,
  "charge": -2,
  "homo_ha": 0.0424
}

No. 4
{
  "formula": "C24H19Br2NO3S",
  "method": "wB97M-V/def2-TZVPD",
  "symbols": ["O", "S", "O", "C", "C", "C", "C", "C", "C", "H", "H", "H", "H", "H", "C", "C", "C", "C", "C", "C", "C", "H", "H", "Br", "H", "H", "C", "H", "H", "C", "C", "N", "O", "C", "H", "C", "H", "H", "C", "C", "C", "C", "C", "C", "H", "H", "H", "Br", "H", "H"],
  "positions_angstrom": [[1.5523, -0.6658, 3.4732], [0.2653, -0.5858, 2.8368], [-0.8584, -0.3421, 3.7456], [-0.1466, -2.1114, 2.0283], [-1.2702, -2.5845, 2.0614], [-1.8153, -3.5568, 1.3873], [-0.8894, -4.0812, 0.6623], [0.4446, -3.9483, 0.5203], [0.7973, -2.8558, 1.3413], [1.8347, -2.3765, 1.3194], [0.9574, -4.4321, -0.0372], [-1.2367, -5.2531, -0.0321], [-2.6749, -3.9722, 1.2849], [-2.3023, -2.0452, 2.7110], [0.3460, 0.5858, 1.6438], [-0.9526, 0.4612, 0.9149], [-0.6948, -0.1046, -0.4432], [-1.9231, -0.5252, -1.0967], [-3.2455, -0.4790, -0.7427], [-3.4234, 0.2496, 0.6834], [-2.1464, 0.4704, 1.3613], [-2.4738, 1.0254, 2.4627], [-4.4328, 0.3261, 1.0589], [-4.8541, -0.8502, -1.4804], [-1.8511, -1.3508, -2.2041], [0.1376, -0.4261, -0.9721], [1.7954, 0.8118, 1.0014], [2.2613, 0.4511, 1.7012], [1.7461, 0.0649, 0.3174], [1.7522, 2.2428, 0.4449], [0.9324, 2.2750, -0.8798], [0.0993, 3.0616, -0.7136], [-0.1443, 3.6336, 0.5148], [1.0111, 3.0549, 1.4266], [1.4698, 3.8541, 1.9459], [0.0299, 1.9846, 2.3176], [0.8875, 1.8288, 3.2259], [-0.9288, 2.5887, 2.6837], [1.2715, 1.7073, -2.0864], [0.2021, 1.6989, -2.9996], [0.6196, 1.2572, -4.3361], [1.6661, 0.5539, -4.3376], [2.8207, 0.4655, -3.4066], [2.6495, 1.1588, -2.2408], [3.2797, 0.9716, -1.4630], [3.8065, 0.0179, -3.8162], [2.1125, 0.0349, -5.5108], [-0.5840, 1.1688, -5.7752], [-0.6118, 2.0826, -3.0109], [2.7120, 2.4592, 0.5090]],
  "forces_ev_per_a": [[0.7143, -0.3131, -0.3910], [-1.2424, -2.0873, 4.9933], [1.0955, 0.0162, -1.2321], [9.6419, 3.0511, -0.2310], [-15.3696, 2.8039, 6.1859], [3.1034, 0.1070, -0.5188], [0.3490, -10.2563, -7.1822], [-5.4430, 9.0758, 8.9530], [4.0891, 1.1109, -1.9232], [-1.1610, -1.1082, 0.0887], [6.5393, -5.8943, -6.5946], [0.5698, 3.6225, 1.8242], [-5.8786, -1.6557, 0.3539], [3.7509, -0.8460, -1.4060], [-2.6485, 5.0889, -0.4656], [7.4367, -3.6705, -7.9545], [-7.0492, -0.0669, 1.9612], [1.5948, -3.5816, -4.6049], [0.7574, 4.4334, 7.2442], [4.2473, -3.0427, -4.2270], [-10.8573, 3.4554, 4.9830], [1.6449, -1.9241, -3.0193], [0.2619, 0.2915, 0.4278], [-0.7980, -0.8107, -1.3635], [0.3266, 2.9173, 3.1990], [1.8522, -0.0208, -0.1970], [-9.0874, 3.1009, -5.0204], [6.4757, -2.3383, 7.4560], [0.7492, -1.9859, -2.9294], [-1.8261, -3.5630, 1.2192], [7.9947, -2.8432, 4.6930], [-10.1349, 7.8247, 0.1294], [2.8782, -0.8835, -0.3997], [-6.0358, -2.0563, -0.7103], [0.3556, 0.6133, 0.5253], [6.5113, 2.8466, 3.5045], [-2.7524, 1.0303, -1.2054], [1.9801, -2.2971, -1.0290], [0.4933, -1.5798, -2.2600], [12.8446, -4.5156, -3.0776], [-5.3725, 1.6752, 2.9177], [10.4214, -5.2963, -5.2108], [-0.8729, 0.6678, -1.9145], [-4.3886, -0.6525, -2.7429], [1.7083, 0.4763, 2.2376], [-1.9917, 0.5465, 1.1252], [-1.8895, 1.5044, 3.5932], [-0.2390, 0.3656, -0.0992], [-10.0137, 4.7901, 1.4130], [4.6649, 1.8742, -1.1185]],
  "nbo_charge": [-0.947, 2.232, -0.933, -0.419, -0.079, -0.295, -0.043, -0.228, -0.117, 0.216, 0.195, 0.137, 0.230, 0.228, -0.410, 0.032, -0.277, -0.111, -0.235, -0.153, -0.263, 0.254, 0.228, 0.154, 0.185, 0.232, -0.349, 0.227, 0.210, -0.334, 0.243, -0.084, -0.359, 0.086, 0.214, -0.423, 0.217, 0.294, -0.096, -0.113, -0.115, -0.208, -0.181, -0.212, 0.216, 0.239, 0.199, 0.088, 0.198, 0.233],
  "orbital_gap_ev": 8.5,
  "homo_ha": -0.3204
}

For each record above, in turn, the calculated molar mass values are 366.4, 386.4, 535.4, 561.3 g mol⁻¹.
For each record above, in turn, the calculated max |F| values are 2.44, 1.00, 0.26, 16.80 eV/Å.